[1]
DFT (ωB97M-V/def2-TZVPD) results for C29H20N8OTeV as an isolated structure.

Results
multiplicity	3
total charge	+1
E_tot	-77339.63412	eV
expectation value of S²	2.015

Positions of all 60 atoms, in Å:
1 Te 6.025 12.013 10.815
2 V 8.608 10.449 10.679
3 O 8.952 10.986 8.867
4 N 11.482 14.749 7.876
5 N 7.212 8.904 10.389
6 N 6.355 8.995 12.628
7 N 10.833 10.137 13.110
8 N 9.669 12.423 11.386
9 N 8.613 9.586 12.453
10 N 10.570 9.785 10.732
11 N 9.685 11.877 8.170
12 C 7.360 9.944 16.918
13 C 6.385 14.171 10.525
14 C 12.652 9.284 11.794
15 C 10.292 12.789 8.869
16 C 6.286 7.183 8.929
17 C 6.785 9.567 15.678
18 C 11.077 9.210 9.606
19 C 5.844 12.001 8.664
20 C 13.208 8.877 10.592
21 C 5.302 6.882 9.857
22 C 7.218 8.173 9.191
23 C 10.878 13.906 8.307
24 C 6.864 14.263 9.103
25 C 7.764 14.545 6.513
26 C 8.999 9.923 14.764
27 C 7.050 13.393 6.875
28 C 11.308 9.762 11.819
29 C 6.655 13.228 8.160
30 C 7.961 15.564 7.374
31 C 9.574 9.961 13.360
32 C 7.528 15.460 8.677
33 C 6.339 8.518 11.325
34 C 7.478 9.315 13.188
35 C 10.109 12.610 10.324
36 C 7.688 9.535 14.654
37 C 8.694 10.328 17.083
38 C 5.381 7.526 11.072
39 C 12.311 8.715 9.507
40 C 9.565 10.261 15.964
41 H 6.882 12.594 6.140
42 H 4.757 12.077 8.419
43 H 7.051 14.578 11.308
44 H 8.968 10.793 18.103
45 H 8.463 16.476 7.036
46 H 5.443 14.667 10.565
47 H 6.403 6.589 8.036
48 H 5.742 9.273 15.553
49 H 4.599 6.062 9.678
50 H 6.187 11.014 8.285
51 H 14.247 8.624 10.534
52 H 12.627 8.251 8.524
53 H 4.722 7.193 11.893
54 H 8.189 14.675 5.496
55 H 13.254 9.338 12.684
56 H 7.611 16.272 9.421
57 H 7.924 8.391 8.446
58 H 6.697 10.039 17.796
59 H 10.575 10.708 16.002
60 H 10.555 9.246 8.663



[2]
DFT (ωB97M-V/def2-TZVPD) results for a 5-piece molecular cluster, C29H21BrFNO12 overall.

Results
SMILES string	O=C(F)COC(=O)NCC(=O)Br.O=C1C=CC(=O)C=C1.O=C1C=CC(=O)C=C1.O=C1C=CC(=O)C=C1.O=C1C=CC(=O)C=C1
E_tot	-129228.67789	eV

Positions of all 65 atoms, in Å:
1 Br -2.777 0.913 -2.697
2 F -2.541 -4.696 0.186
3 O 0.610 -2.674 2.374
4 O -1.206 -3.516 -1.697
5 O -4.496 -4.519 -0.843
6 O -1.429 1.408 0.788
7 O 0.666 0.504 -1.029
8 O 2.695 5.965 1.653
9 O -0.231 -2.040 -3.086
10 O -4.662 -0.830 -1.723
11 O -1.099 3.780 -1.314
12 O -4.187 4.941 3.597
13 O 4.189 -6.012 0.354
14 O 5.474 -1.372 -2.209
15 N -1.164 -1.279 -1.129
16 C 1.669 3.993 0.877
17 C -3.219 2.930 0.841
18 C 1.768 0.071 -1.303
19 C 4.373 -0.946 -1.942
20 C -3.914 3.818 1.546
21 C 2.211 -4.781 0.011
22 C 2.586 -3.905 2.715
23 C 3.486 -4.743 2.207
24 C -3.305 -4.412 -0.870
25 C 1.310 -3.944 0.518
26 C 1.828 5.466 0.970
27 C -0.875 -2.238 -2.078
28 C -2.395 3.416 3.545
29 C -0.230 4.284 -0.641
30 C 2.955 0.428 -0.485
31 C 0.878 6.307 0.197
32 C -2.529 -1.111 -0.656
33 C 3.369 -5.248 0.814
34 C -1.700 2.529 2.839
35 C 1.427 -3.439 1.910
36 C 4.162 -0.043 -0.780
37 C -3.508 -0.520 -1.641
38 C -2.062 2.217 1.435
39 C 3.184 -1.299 -2.758
40 C -3.557 4.132 2.955
41 C -2.492 -3.998 -2.056
42 C 1.976 -0.827 -2.463
43 C 0.716 3.438 0.130
44 C -0.077 5.760 -0.549
45 H -2.373 -4.881 -2.674
46 H 4.338 -5.096 2.773
47 H 3.361 -1.957 -3.599
48 H -2.490 -0.398 0.155
49 H 5.042 0.200 -0.198
50 H -0.851 1.995 3.245
51 H -0.781 6.350 -1.121
52 H -0.805 -0.402 -1.499
53 H 0.456 -3.597 -0.045
54 H 2.373 3.406 1.455
55 H 2.649 -3.525 3.726
56 H -4.762 4.352 1.137
57 H -2.155 3.661 4.571
58 H 2.146 -5.161 -1.001
59 H -3.454 2.689 -0.189
60 H 0.582 2.363 0.049
61 H 1.094 -1.072 -3.042
62 H 1.012 7.378 0.280
63 H 2.780 1.084 0.359
64 H -2.967 -2.022 -0.288
65 H -3.070 -3.275 -2.610



[3]
DFT (ωB97M-V/def2-TZVPD) results for C29H21BrN6ORbS as an isolated structure.

Results
total charge	-1
E_tot	-122936.80995	eV

Positions of all 60 atoms, in Å:
1 Rb 0.217 -0.194 1.255
2 Br -7.212 -1.931 -1.602
3 S 3.584 -0.120 0.751
4 O -2.281 -1.187 1.769
5 N -2.163 1.528 0.561
6 N 4.598 -3.816 -0.129
7 N 2.596 -2.308 -0.438
8 N 4.808 -2.489 0.386
9 N 0.356 2.374 -0.206
10 N 1.725 -2.745 0.328
11 C -1.403 5.635 -0.074
12 C 1.548 2.754 -0.594
13 C -1.457 -4.526 -0.190
14 C 3.528 -6.886 2.525
15 C 0.053 -2.591 -1.492
16 C -0.617 3.311 -0.052
17 C 4.446 -6.154 0.422
18 C -1.926 2.884 0.347
19 C 0.524 -3.177 -0.321
20 C -3.246 1.051 0.061
21 C 0.925 5.053 -0.703
22 C -5.240 -2.675 0.351
23 C -0.371 4.686 -0.277
24 C -2.891 3.844 0.550
25 C -1.178 -2.969 -2.000
26 C 4.074 -7.174 1.279
27 C 3.754 -1.762 0.253
28 C -1.936 -3.938 -1.353
29 C -4.131 -2.492 1.124
30 C -0.237 -4.133 0.335
31 C 3.738 -4.524 2.048
32 C 4.278 -4.814 0.794
33 C -2.630 5.214 0.339
34 C -3.825 -0.254 0.203
35 C 1.880 4.098 -0.869
36 C -5.663 -1.659 -0.521
37 C 3.369 -5.559 2.897
38 C -4.978 -0.480 -0.578
39 C -3.329 -1.291 1.085
40 H -1.196 6.685 -0.243
41 H 2.948 -5.317 3.866
42 H -1.562 -2.493 -2.894
43 H 3.232 -7.684 3.194
44 H -3.421 5.934 0.513
45 H 0.655 -1.831 -1.975
46 H -5.799 -3.602 0.404
47 H -2.052 -5.270 0.324
48 H 0.145 -4.553 1.258
49 H -2.911 -4.209 -1.738
50 H 3.611 -3.494 2.344
51 H 2.300 1.974 -0.677
52 H -3.793 -3.272 1.795
53 H 1.141 6.100 -0.888
54 H 4.207 -8.203 0.967
55 H -3.865 3.533 0.904
56 H 5.408 -4.071 -0.675
57 H -5.325 0.309 -1.236
58 H 2.883 4.344 -1.190
59 H 4.854 -6.387 -0.555
60 H -3.836 1.718 -0.586



[4]
DFT (ωB97M-V/def2-TZVPD) results for C29H21Cl2FeN5O8 as an isolated structure.

Results
multiplicity	5
total charge	-2
E_tot	-113681.23103	eV
expectation value of S²	6.013

Positions of all 66 atoms, in Å:
1 Fe -0.089 0.503 -0.102
2 Cl -6.639 -0.787 -2.349
3 Cl -4.847 -1.587 -4.890
4 O 0.526 1.397 4.876
5 O -0.093 -0.390 -4.256
6 O 0.227 0.429 2.011
7 O 0.849 -1.568 0.251
8 O 0.327 4.343 4.715
9 O 0.628 5.104 1.884
10 O -2.790 1.410 2.031
11 O 0.477 2.477 0.321
12 N -0.741 -0.285 -2.004
13 N 1.753 0.512 -1.433
14 N -2.685 2.664 -1.209
15 N 1.063 -3.536 1.295
16 N -2.268 0.196 0.146
17 C 1.352 -2.211 1.155
18 C 0.386 3.576 3.773
19 C 4.066 -0.038 -1.551
20 C -3.027 3.753 -1.886
21 C -4.132 3.370 0.556
22 C 0.306 1.612 2.473
23 C 2.987 0.573 -0.937
24 C 3.909 -3.436 1.120
25 C -4.500 4.489 -0.167
26 C 0.403 2.063 3.856
27 C 3.220 -4.699 1.642
28 C -4.894 -0.675 -2.308
29 C 0.489 3.965 2.309
30 C 2.570 -0.753 -3.277
31 C -2.113 -0.450 -2.182
32 C -3.227 2.478 -0.009
33 C 2.326 -1.636 2.157
34 C 3.845 -0.713 -2.748
35 C -3.935 4.692 -1.417
36 C -4.123 -1.014 -3.401
37 C 0.096 -0.272 -3.034
38 C -2.896 -0.138 -1.040
39 C -2.760 1.274 0.815
40 C 3.760 -2.211 2.025
41 C 1.809 -4.419 2.163
42 C -2.737 -0.898 -3.339
43 C -4.282 -0.249 -1.137
44 C 1.537 -0.146 -2.567
45 C 0.420 2.704 1.579
46 H -2.550 3.881 -2.852
47 H 4.667 -1.202 -3.260
48 H 5.050 0.019 -1.102
49 H 4.149 -2.447 3.020
50 H 3.172 -5.437 0.835
51 H -4.180 5.560 -2.015
52 H 0.431 -3.907 0.603
53 H 3.095 1.142 -0.020
54 H 1.861 -3.968 3.157
55 H 2.334 -1.242 -4.212
56 H 1.247 -5.347 2.275
57 H 2.300 -0.561 2.018
58 H -4.500 3.176 1.553
59 H 3.512 -3.191 0.130
60 H -4.892 -0.016 -0.273
61 H 1.919 -1.805 3.156
62 H 4.402 -1.424 1.625
63 H 3.807 -5.149 2.450
64 H 4.972 -3.647 0.973
65 H -2.144 -1.110 -4.214
66 H -5.204 5.204 0.243



Number 1: molar mass 675.1 g/mol. Number 2: molar mass 674.4 g/mol. Number 3: molar mass 667.0 g/mol. Number 4: molar mass 694.3 g/mol.